{"formula": "C5H7NO2", "method": "wB97M-V/def2-TZVPD", "total_charge": 0, "orbital_gap_ev": 10.31, "total_energy_ha": -399.8389, "lumo_energy_ev": 0.67, "e_homo_ev": -9.64, "de_lowest_kj_mol": 332.55, "symbols": ["O", "O", "N", "C", "C", "C", "C", "C", "H", "H", "H", "H", "H", "H", "H"], "coordinates": [[0.177, 0.738, -2.123], [0.716, -3.372, -0.295], [0.027, 0.009, 0.154], [0.869, -2.286, 0.104], [-1.147, -0.598, 1.017], [-0.255, -1.318, -0.140], [0.400, 2.336, -0.254], [0.163, 1.040, -0.934], [-0.561, 2.588, 0.371], [-0.770, -1.666, -0.958], [0.595, 3.317, -0.650], [-1.173, -0.765, 2.043], [1.179, 2.104, 0.520], [-1.982, -0.415, 0.464], [1.762, -1.712, 0.681]]}